No. 1
{
  "formula": "C5H10S2Se",
  "method": "ωB97M-V/def2-TZVPD",
  "symbols": ["C", "C", "C", "C", "C", "S", "S", "Se", "H", "H", "H", "H", "H", "H", "H", "H", "H", "H"],
  "coordinates": [[-1.59480, 1.31342, 0.91906], [-0.32413, 0.51170, -1.24306], [1.47466, -1.62065, 1.18230], [0.70810, -0.63252, -1.40611], [-1.33990, 0.42532, -0.08445], [-2.35627, -1.05087, 0.03018], [2.26005, 1.67092, 0.17897], [2.18028, -0.67826, -0.11791], [-2.39494, 1.44017, 1.65658], [-1.01470, 2.31464, 0.73410], [0.34945, 1.44772, -1.22787], [-1.04362, 0.45411, -2.15611], [2.08189, -2.28314, 1.70602], [0.42577, -1.51971, 1.59593], [0.09413, -1.67180, -1.56115], [1.24972, -0.45769, -2.31815], [-1.95267, -1.43085, 1.20956], [1.19699, 1.76752, 0.90213]],
  "forces_ev_per_angstrom": [[2.1, 2.6, -2.9], [-0.5, 0.6, -0.7], [-2.4, 0.4, 0.2], [-2.7, -1.4, -0.5], [-0.3, 0.4, 2.3], [-0.3, -0.2, -1.4], [1.8, 0.2, -0.7], [-0.8, -0.9, 0.3], [0.3, -0.9, -0.5], [-0.8, -1.8, 0.8], [-1.9, -1.0, -0.1], [1.6, 0.4, 1.1], [1.3, -0.5, 0.9], [1.4, 0.1, -1.0], [2.0, 2.2, 1.0], [0.1, 0.1, -0.6], [0.3, -0.3, 0.9], [-1.3, -0.1, 0.9]],
  "relative_energy_ev": 0.000,
  "e_tot_ha": -3394.149265,
  "e_lumo_ev": 0.084,
  "mol_weight_g_mol": 213.23,
  "total_charge": 0,
  "homo_lumo_gap_ev": 7.886
}

No. 2
{
  "formula": "C5H10Se",
  "method": "ωB97M-V/def2-TZVPD",
  "symbols": ["C", "C", "C", "C", "C", "Se", "H", "H", "H", "H", "H", "H", "H", "H", "H", "H"],
  "coordinates": [[2.22454, -0.09340, 0.60793], [1.20959, 0.56312, 0.11243], [0.75012, 1.45847, -0.95072], [-1.66148, -1.21693, -0.75432], [-1.22725, 0.23714, 1.68149], [-2.27366, 0.37001, 0.12534], [2.24712, -0.89876, 1.43982], [3.23341, -0.01004, 0.44620], [1.29088, 1.29957, -1.79801], [0.74500, 2.37128, -0.45622], [-0.21293, 1.02718, -1.09294], [-0.63345, -1.13213, -0.97535], [-1.49470, -2.05665, -0.03279], [-2.21617, -1.26102, -1.70300], [-1.22790, 1.23057, 2.10322], [-1.49132, -0.74075, 2.14962]],
  "forces_ev_per_angstrom": [[-1.8, -1.7, 2.3], [0.8, -1.4, 0.9], [-0.5, -2.3, 3.0], [0.2, -0.6, 0.6], [-0.8, -0.6, -1.4], [-0.3, 0.3, 0.1], [-1.2, 1.3, -1.1], [2.5, 1.0, -1.5], [1.8, 0.2, -2.5], [-0.4, 2.3, -0.1], [-1.4, 0.6, -0.7], [1.4, 0.9, -0.8], [-1.6, 0.1, -0.8], [0.0, -0.9, 0.7], [0.2, -0.3, 0.9], [0.9, 1.1, 0.3]],
  "relative_energy_ev": 4.200,
  "e_tot_ha": -2597.703096,
  "e_lumo_ev": [0.043, 0.650],
  "mol_weight_g_mol": 149.09,
  "total_charge": 0,
  "homo_lumo_gap_ev": [7.743, 8.170]
}

No. 3
{
  "formula": "C5H11B",
  "method": "ωB97M-V/def2-TZVPD",
  "symbols": ["B", "C", "C", "C", "C", "C", "H", "H", "H", "H", "H", "H", "H", "H", "H", "H", "H"],
  "coordinates": [[0.65911, -0.00453, -0.79380], [-0.32655, 0.56890, 0.25465], [-0.93041, -0.12836, 1.22052], [1.11329, 0.91498, -1.99584], [1.21756, -1.47970, -0.69257], [-1.90426, 0.42380, 2.20334], [-0.57961, 1.62479, 0.19774], [-0.73288, -1.18793, 1.32412], [2.02464, 1.44041, -1.70554], [0.38618, 1.68122, -2.25688], [1.35712, 0.35674, -2.89737], [0.50900, -2.15764, -1.17013], [1.34443, -1.83258, 0.32818], [2.16465, -1.60929, -1.21174], [-1.54725, 0.25347, 3.21959], [-2.86432, -0.08470, 2.10767], [-2.05372, 1.49078, 2.05528]],
  "forces_ev_per_angstrom": [[0.2, -0.1, -0.2], [0.1, 0.0, 0.0], [0.0, 0.1, -0.1], [-0.3, -0.2, 0.1], [0.0, 0.3, 0.1], [0.0, 0.0, 0.0], [-0.1, 0.1, 0.0], [0.1, -0.2, -0.1], [0.2, 0.1, 0.1], [-0.1, 0.1, 0.0], [0.1, -0.1, -0.1], [-0.1, -0.1, -0.1], [0.0, -0.1, 0.1], [0.1, 0.0, -0.1], [0.0, 0.0, 0.1], [-0.1, 0.0, 0.1], [0.0, 0.1, 0.0]],
  "relative_energy_ev": 0.000,
  "e_tot_ha": -221.949427,
  "e_lumo_ev": 0.741,
  "smiles": "C/C=C/B(C)C",
  "mol_weight_g_mol": 81.95,
  "total_charge": 0,
  "homo_lumo_gap_ev": 10.512
}

No. 4
{
  "formula": "C5H11BO",
  "method": "ωB97M-V/def2-TZVPD",
  "symbols": ["B", "C", "C", "C", "C", "C", "O", "H", "H", "H", "H", "H", "H", "H", "H", "H", "H", "H"],
  "coordinates": [[-1.94550, 1.15308, -0.43723], [0.94108, 1.46206, 0.09531], [-0.58325, 0.38323, -0.38317], [2.13396, 0.70907, 0.30333], [0.00651, -1.66612, 0.79645], [-0.20492, -1.04913, -0.52753], [-2.93639, 0.44240, -1.00232], [-2.03896, 2.28504, -0.36680], [0.88474, 2.59324, 0.15326], [1.97047, -0.13114, 1.11789], [3.05904, 1.14174, 0.63697], [2.48836, 0.07445, -0.63273], [0.99717, -1.69488, 1.26177], [-0.20112, -2.75314, 0.66229], [-0.59314, -1.09875, 1.50963], [0.74933, -1.16052, -1.00498], [-0.98312, -1.59615, -1.14961], [-3.74426, 0.90551, -1.03253]],
  "forces_ev_per_angstrom": [[2.4, -1.6, -1.2], [-5.4, -1.3, -1.5], [4.3, 4.3, 1.5], [1.7, -4.1, 0.2], [-0.3, -2.0, 1.7], [-0.6, 0.8, -1.5], [0.1, -1.5, 0.2], [-0.1, 1.5, 0.7], [-0.2, -1.7, -0.1], [0.2, 1.6, -1.6], [0.2, 1.1, 0.1], [-0.9, 1.1, 1.5], [0.1, 0.4, -0.7], [-0.5, 0.7, 0.8], [-0.4, -0.9, 0.4], [0.4, 0.2, -1.0], [0.8, 0.6, 0.9], [-1.5, 0.8, -0.2]],
  "relative_energy_ev": 3.940,
  "e_tot_ha": -297.053534,
  "e_lumo_ev": [-0.181, 0.587],
  "mol_weight_g_mol": 97.95,
  "total_charge": 0,
  "homo_lumo_gap_ev": [7.654, 8.752]
}

No. 5
{
  "formula": "C5H11BeMgO4",
  "method": "ωB97M-V/def2-TZVPD",
  "symbols": ["O", "C", "C", "O", "C", "C", "O", "C", "Be", "H", "H", "H", "H", "H", "H", "H", "H", "H", "H", "Mg", "O", "H"],
  "coordinates": [[2.24732, -0.51933, 0.84768], [1.94241, -1.86731, 0.66755], [0.83842, -2.10284, -0.35620], [-0.27043, -1.23986, -0.20065], [-0.48436, -0.18927, -1.16144], [-1.66298, 0.58745, -0.62555], [-1.21992, 1.27709, 0.55830], [-2.11486, 2.21322, 1.12147], [0.53359, 0.53555, 0.78229], [1.64014, -2.29087, 1.64382], [2.82961, -2.44101, 0.34040], [0.46897, -3.13871, -0.29810], [1.25737, -1.98224, -1.37060], [-0.75484, -0.62097, -2.13696], [-2.51246, -0.05238, -0.33234], [-2.00012, 1.32869, -1.36614], [-1.57680, 2.72570, 1.92639], [-2.42934, 2.95367, 0.37121], [-2.99984, 1.68360, 1.50535], [3.46121, 1.01378, 0.43111], [1.93497, 1.40928, -0.75596], [0.87194, 0.71674, -1.59165]],
  "forces_ev_per_angstrom": [[-2.1, 0.4, 1.0], [0.2, -0.4, 0.8], [0.6, -0.4, -1.2], [0.2, 0.8, 1.8], [0.6, 1.1, -1.8], [-0.1, -0.3, -0.8], [1.9, -0.7, 0.4], [-0.2, 0.3, 0.4], [2.5, -0.3, -3.8], [0.0, -0.1, -0.2], [-0.3, 0.2, 0.0], [0.1, 0.3, 0.1], [-0.2, 0.2, 0.3], [-0.1, 0.0, 0.3], [0.1, 0.1, 0.0], [0.2, -0.2, 0.2], [-0.3, -0.1, -0.1], [0.2, -0.3, 0.1], [0.2, 0.2, 0.0], [-1.4, -0.1, -1.0], [-2.3, -0.5, 0.4], [0.2, 0.0, 3.0]],
  "multiplicity": 2,
  "e_tot_ha": -712.746617,
  "e_lumo_ev": [-0.405, -0.656],
  "s2": 0.753,
  "mol_weight_g_mol": 168.46,
  "total_charge": 0,
  "homo_lumo_gap_ev": [4.830, 6.530]
}

No. 6
{
  "formula": "C5H11BeNP",
  "method": "ωB97M-V/def2-TZVPD",
  "symbols": ["C", "C", "C", "C", "C", "Be", "P", "H", "H", "H", "H", "H", "H", "H", "H", "N", "H", "H", "H"],
  "coordinates": [[0.24650, 0.15114, -1.58420], [-0.84096, -0.72100, -1.83699], [-0.62984, -1.93312, -1.13184], [0.60895, -1.86215, -0.47091], [1.18230, -0.53738, -0.68804], [0.26956, 0.43462, 0.52975], [-0.29514, 2.44660, 0.61108], [0.44981, 1.08305, -2.11156], [-1.68463, -0.50846, -2.49520], [-1.30004, -2.79474, -1.16049], [2.23947, -0.27857, -0.60160], [1.12351, -2.68761, 0.02561], [-1.40575, 2.77707, 1.44516], [-0.75204, 2.96253, -0.64095], [0.66455, 3.42777, 1.01683], [0.07140, -0.35624, 2.03434], [-0.90761, -0.29916, 2.33234], [0.64917, 0.04787, 2.77706], [0.31077, -1.35224, 1.94961]],
  "forces_ev_per_angstrom": [[-0.2, -1.1, 0.0], [0.6, 0.2, 0.0], [0.7, 0.1, -0.2], [0.0, 0.5, -0.6], [-0.3, -0.5, -1.1], [-0.3, 0.3, 0.5], [0.0, -1.2, -0.4], [-0.1, -0.1, 0.4], [0.2, 0.0, 0.4], [0.2, 0.3, 0.2], [-0.4, -0.2, 0.0], [-0.3, 0.4, 0.1], [0.4, 0.3, 0.1], [0.4, 0.2, 0.2], [-0.5, 0.7, 0.0], [-0.2, -0.1, -0.1], [0.0, 0.0, 0.3], [-0.1, 0.0, 0.1], [-0.1, 0.3, 0.1]],
  "relative_energy_ev": 0.000,
  "e_tot_ha": -607.868322,
  "e_lumo_ev": [3.542, 3.341],
  "mol_weight_g_mol": 125.14,
  "total_charge": -1,
  "homo_lumo_gap_ev": [4.146, 3.103]
}